{"formula": "C96H204F24N8O4P3", "method": "wB97M-V/def2-TZVPD", "species": ["C", "O", "H", "H", "H", "C", "H", "F", "F", "C", "C", "C", "H", "H", "C", "H", "C", "H", "H", "C", "H", "H", "F", "H", "H", "H", "C", "F", "H", "C", "H", "H", "C", "H", "H", "F", "H", "H", "C", "H", "H", "C", "C", "H", "H", "C", "H", "H", "C", "C", "C", "C", "H", "H", "H", "C", "H", "H", "H", "C", "N", "H", "C", "H", "H", "C", "F", "H", "C", "H", "C", "C", "H", "H", "H", "H", "C", "H", "H", "N", "H", "H", "H", "H", "H", "C", "H", "H", "H", "C", "C", "H", "H", "H", "H", "H", "H", "H", "F", "H", "C", "H", "H", "H", "C", "H", "H", "H", "H", "H", "C", "C", "C", "H", "H", "C", "C", "F", "H", "C", "H", "H", "H", "C", "H", "C", "C", "H", "C", "F", "C", "C", "F", "H", "H", "H", "H", "H", "H", "H", "H", "C", "H", "H", "H", "C", "H", "H", "H", "H", "H", "H", "H", "C", "C", "H", "H", "C", "H", "F", "H", "H", "H", "H", "F", "C", "C", "P", "C", "H", "H", "H", "F", "C", "C", "H", "H", "H", "C", "H", "C", "H", "H", "H", "H", "H", "H", "C", "C", "H", "N", "H", "C", "C", "H", "N", "C", "C", "H", "H", "C", "C", "H", "C", "H", "H", "H", "H", "H", "H", "C", "H", "H", "H", "H", "C", "C", "O", "F", "C", "H", "H", "C", "C", "C", "F", "H", "F", "H", "H", "H", "F", "N", "H", "P", "O", "H", "C", "C", "H", "C", "C", "H", "H", "H", "H", "C", "H", "C", "H", "O", "H", "H", "H", "H", "H", "H", "F", "F", "H", "C", "C", "C", "F", "H", "C", "C", "H", "H", "H", "C", "H", "C", "H", "H", "H", "H", "H", "H", "C", "H", "H", "C", "H", "C", "H", "H", "H", "C", "H", "H", "H", "C", "H", "H", "N", "C", "H", "H", "P", "C", "H", "H", "H", "H", "H", "N", "C", "H", "H", "N", "H", "C", "H", "H", "C", "H", "H", "H", "F", "F", "H", "H", "H", "H", "H", "H", "C", "H", "H", "H", "H", "H", "H", "H", "H", "F", "H", "F"], "positions_angstrom": [[-4.45, 4.98, -4.73], [1.66, -1.65, -0.56], [-3.34, 7.23, -5.95], [-3.23, 3.16, -2.63], [-1.30, 0.07, -4.85], [4.79, 1.86, -7.90], [2.62, -8.14, 2.38], [-6.21, 0.88, -3.90], [2.62, 0.56, 1.24], [-7.28, 7.06, 4.30], [0.85, -9.95, 5.59], [-4.21, 9.64, -3.01], [-5.15, -6.72, -3.78], [1.09, 3.46, 0.61], [1.20, -9.00, 4.46], [2.14, -10.46, 3.25], [6.92, -1.38, -1.90], [2.57, -2.96, 3.58], [0.71, -9.45, 6.55], [-4.61, 5.21, 0.81], [-5.03, 8.13, 1.00], [5.52, 2.94, 7.84], [-3.40, 4.12, 5.40], [-6.29, 9.75, -3.61], [-2.20, 5.30, 1.85], [1.50, 4.73, 2.76], [-4.43, -3.02, 2.65], [-1.92, -9.08, 1.30], [-1.19, 7.25, 2.10], [-3.57, -2.51, 5.63], [-2.43, 8.99, 1.52], [-5.26, 2.97, -4.78], [2.17, -6.83, -0.42], [7.18, -0.33, -2.07], [-4.04, 3.49, 1.79], [-4.01, -8.46, 1.03], [5.75, 0.98, -2.75], [0.03, -10.56, 5.20], [2.96, -0.04, -5.75], [-7.14, 6.08, 2.39], [4.31, -2.41, 0.09], [-4.48, -4.58, -3.81], [5.23, 2.87, 9.99], [1.63, -10.71, 5.65], [-1.79, 7.59, 3.72], [4.02, 3.01, -5.67], [0.15, -9.06, -0.07], [4.16, -1.01, 5.80], [-5.34, 7.85, -4.24], [-2.62, -2.06, -3.52], [3.24, -10.40, 0.73], [2.81, 3.52, -7.70], [0.75, -5.23, 4.08], [-2.57, -1.04, 8.75], [-6.58, 7.76, 2.43], [-3.55, 8.29, -2.74], [5.80, -0.75, 1.60], [5.24, 2.89, 3.10], [-6.09, 7.36, -3.62], [-3.08, -3.35, -1.36], [-3.93, 7.36, -3.87], [3.89, 3.15, 8.15], [0.40, 4.79, -1.93], [-1.91, -1.60, 2.69], [1.83, 1.86, -6.14], [-0.81, -4.31, -1.07], [-2.42, -7.61, -0.30], [-3.71, -0.49, 6.51], [4.06, 2.60, 11.03], [5.39, 2.75, -8.11], [5.38, -2.22, -0.02], [2.50, 1.18, -6.65], [-0.71, -5.40, -1.11], [4.08, 0.66, -2.87], [-3.74, 5.38, 0.18], [2.11, -4.17, 2.41], [4.63, -1.99, -2.44], [-1.98, -2.58, 8.10], [-7.26, 6.18, 4.95], [5.50, -1.34, -1.31], [2.36, -12.10, 1.65], [-0.37, -4.16, -3.27], [-3.48, 10.37, -3.35], [-3.66, 4.82, -5.47], [2.11, -1.48, -4.32], [-5.18, 6.26, 3.18], [0.48, -8.20, 4.26], [3.99, 1.52, 11.12], [3.65, 0.37, -8.78], [-0.22, 0.60, 0.10], [-3.04, -1.35, 6.63], [-2.38, -2.73, -5.59], [-2.37, -4.30, 0.39], [2.02, 5.33, -6.91], [-1.50, 4.44, -0.70], [6.51, -1.48, 4.39], [-5.71, 3.77, 1.89], [1.15, -3.97, 5.13], [1.48, -0.06, 2.82], [-2.57, -0.46, 3.85], [5.38, 0.53, -10.04], [2.26, -4.88, -1.41], [-4.66, -3.81, -4.56], [-4.46, -6.13, -5.32], [6.01, -2.56, 2.50], [5.91, -0.17, -9.39], [1.00, -0.99, -5.65], [1.35, 0.10, -4.35], [5.89, 1.23, 3.10], [-4.19, 2.77, -0.65], [3.04, -8.07, -0.23], [2.33, -11.61, 0.67], [5.05, 0.10, -0.95], [-0.55, 6.75, -6.85], [7.27, -3.13, 4.07], [-3.39, -3.73, 3.43], [-4.65, 3.56, -4.10], [-7.91, -0.64, -4.21], [4.78, 2.59, -0.65], [4.84, 0.98, -2.15], [-3.95, -3.96, -1.14], [1.85, -0.87, 4.93], [-2.20, -1.31, -2.85], [4.71, 1.53, 5.67], [2.13, 0.83, -7.61], [5.45, -1.85, -3.75], [1.89, -0.63, 5.99], [7.82, -1.65, 3.38], [2.05, -0.53, 1.73], [-5.68, -1.23, -4.60], [0.64, 4.08, 2.61], [4.35, 2.37, -1.62], [-3.59, -6.29, 1.38], [-1.02, 7.05, -3.88], [-1.57, -4.19, 5.11], [0.05, 1.28, 0.91], [-1.55, 5.65, -4.88], [-5.53, 5.47, 0.28], [-5.41, -2.98, 3.11], [-4.76, 5.76, -2.65], [-0.44, 8.29, -5.91], [4.98, 1.83, 3.09], [1.09, 3.90, -6.63], [-2.60, -3.94, 2.70], [-1.70, -2.67, -0.01], [6.17, -1.70, 1.22], [-3.47, 1.72, -3.77], [2.72, -12.34, -0.04], [3.85, 0.54, 8.94], [5.38, 1.27, -7.21], [-3.80, 0.24, -4.97], [7.60, -1.63, -4.00], [2.25, 3.58, -4.65], [1.80, -0.67, -4.98], [2.95, -5.70, -1.23], [2.17, -8.56, 4.69], [-2.09, 0.49, -1.07], [-5.07, 2.76, -0.02], [4.58, 3.08, -2.42], [-2.33, 3.03, 3.59], [0.47, 0.58, 6.76], [3.10, 1.80, 4.22], [5.63, 0.99, 5.91], [4.39, -1.28, -10.97], [-1.33, -6.66, 1.44], [-1.71, 1.00, -0.18], [1.78, -8.70, 1.96], [-2.32, 2.92, 5.26], [-0.43, 7.20, -5.87], [-3.35, 9.02, 2.94], [3.96, 0.31, 4.00], [-5.87, 3.08, -0.68], [-5.21, -0.59, -2.41], [-0.73, 5.21, -0.79], [-2.10, 7.28, 2.72], [-2.20, 0.56, 0.69], [0.80, 3.12, 3.09], [-8.30, 7.10, 3.92], [6.91, -2.18, 3.67], [-4.04, -1.08, 1.74], [-4.07, -1.55, 2.72], [5.64, -0.46, -11.87], [7.24, -3.07, -3.25], [-3.66, -2.17, 8.60], [-1.98, 2.06, -0.22], [0.21, -2.27, 3.45], [2.19, 3.11, -8.49], [2.11, 4.28, -6.61], [6.90, -2.03, -3.27], [-3.39, -2.31, -1.27], [-4.24, 6.24, 1.93], [-4.74, 9.95, -2.10], [-1.29, -3.20, 4.76], [2.30, -4.01, 3.47], [3.16, 3.09, 10.66], [3.77, 0.91, 6.81], [-3.17, 0.05, -5.84], [4.48, 1.07, 8.22], [4.17, 0.04, -0.32], [3.76, -5.26, -0.64], [-1.45, 6.74, -4.83], [-3.04, 8.35, 2.15], [-6.96, 7.98, 4.78], [-1.88, -2.07, -4.88], [-5.35, 7.64, -5.31], [-6.08, -5.75, -4.79], [3.61, -1.62, -2.51], [5.12, -2.57, -4.50], [-5.34, 3.61, -3.25], [4.32, 2.98, 12.03], [3.37, -0.59, 6.43], [-3.57, -3.48, 6.13], [-5.02, -4.28, -2.91], [4.94, 2.58, 5.85], [0.24, -11.10, 1.05], [4.74, 2.57, 8.51], [4.10, 1.36, 4.28], [-1.42, 6.40, -0.85], [-7.49, 0.04, -2.09], [2.93, 4.05, -5.35], [3.79, -10.21, 1.65], [1.79, -6.43, 0.52], [1.07, -9.63, -0.21], [1.37, -9.70, 3.09], [4.80, -0.30, -11.20], [-1.03, 4.03, 5.16], [3.40, -5.95, -2.19], [-1.27, 1.76, 5.16], [-2.96, 1.07, -6.17], [-5.11, 5.25, 3.58], [5.29, -0.90, -4.26], [-0.16, 3.92, -2.83], [2.32, -9.17, 0.57], [-2.56, -5.56, -2.89], [-6.57, -0.60, -3.30], [-0.03, 5.23, 0.51], [1.13, 1.33, 5.27], [-1.82, -0.65, -5.48], [0.25, 3.92, 1.13], [6.09, 1.25, -10.45], [-5.34, 9.37, -3.98], [4.35, 1.14, -9.14], [-0.86, -2.42, -4.71], [0.92, -2.20, 1.22], [3.39, -1.20, 7.33], [6.18, -3.60, 2.20], [-0.23, -3.26, 3.59], [-5.41, 5.21, -5.18], [-2.78, -1.84, 8.04], [-2.67, 8.55, -5.01], [-0.19, -0.74, 0.58], [1.44, -1.36, 6.66], [-2.51, 8.28, -2.42], [4.47, 1.70, 2.13], [2.14, 1.78, 7.98], [-2.53, -4.77, -4.48], [5.04, 3.37, -5.74], [-6.95, -2.17, -2.91], [0.68, 5.85, -2.70], [2.54, 2.59, 6.43], [2.40, 1.63, 6.93], [-4.05, 5.91, -3.47], [-2.80, 5.96, 2.48], [-2.30, 2.87, 6.89], [-3.71, -2.04, -3.59], [-0.91, -3.64, -2.48], [-5.05, -5.87, -4.44], [0.13, -4.09, -0.58], [0.62, -11.71, -0.67], [7.23, -1.55, 1.02], [1.37, 0.78, 6.18], [1.25, -9.65, -1.29], [-4.90, 3.73, 1.16], [-4.63, 0.93, 1.09], [4.58, -3.06, -2.26], [5.81, 0.54, -0.30], [3.34, -8.54, -1.17], [-0.19, 4.63, 3.06], [3.26, 2.39, -1.65], [-6.58, 6.81, 2.98], [4.02, 0.24, -11.74], [-4.82, -0.98, 3.28], [1.12, -1.28, 0.69], [-0.90, -2.62, 5.60], [-2.81, 7.47, -5.03], [0.34, 0.79, -0.82], [-5.47, 0.68, -0.51], [0.59, 7.04, -5.51], [-3.01, -4.77, -3.50], [4.00, -7.92, 0.27], [5.34, 3.95, 10.07], [7.69, -1.77, -1.23], [-3.43, 2.80, -3.63], [3.86, 1.86, -9.78], [-2.93, 5.40, 3.40], [3.55, 2.30, -7.00], [-1.98, -3.65, -0.39], [1.26, -7.01, -0.98], [3.99, -10.50, -0.05], [-2.66, -7.60, 1.30], [-4.12, 7.64, 1.33], [-4.70, 6.91, 3.91], [-3.16, 5.68, -2.88], [5.41, 0.50, 8.16], [-6.32, 1.12, 0.92], [5.82, -3.18, -0.28], [-2.70, -2.68, 4.35], [0.93, -11.13, 0.20], [-3.64, -4.60, 4.03], [-3.61, -0.56, -6.62], [-2.43, -3.47, -2.79], [3.35, 5.01, -5.04], [-5.38, 1.30, 0.39], [3.13, -4.62, 3.84], [-4.56, -2.22, 5.28], [-2.69, -1.46, 3.43], [6.17, 2.39, 10.24], [-2.13, -0.99, 6.15], [3.99, 2.26, -4.87], [-2.69, -7.92, 2.90], [-3.52, 1.80, 5.28], [4.96, -2.56, 2.77], [-0.37, -2.70, -2.44], [-5.22, 9.86, -4.95], [-4.08, 7.84, -1.89], [-0.49, -3.65, 2.61], [-3.65, 7.42, 0.37], [0.95, -4.16, 4.08], [3.57, 4.18, -8.12], [-0.56, 3.20, 1.03], [-4.45, -3.37, 1.62], [-2.57, 3.22, -4.16], [0.90, -8.07, 1.80], [3.45, -0.84, -6.31], [0.39, -10.15, 2.95], [-1.40, -0.76, -6.48], [1.49, 4.26, -1.49], [3.78, 0.33, -5.12], [3.09, -1.30, 2.05]], "lowdin_charge": [-0.11, -0.24, 0.12, 0.05, 0.09, -0.09, 0.13, -0.18, 0.12, -0.08, -0.08, -0.14, 0.08, 0.09, -0.27, 0.11, -0.09, 0.04, 0.08, -0.09, 0.12, 0.10, -0.16, 0.12, 0.11, 0.08, -0.15, -0.21, 0.11, -0.04, 0.12, 0.10, -0.19, 0.12, 0.10, -0.16, 0.10, 0.08, -0.20, 0.11, 0.11, -0.22, -0.20, 0.08, 0.12, -0.07, 0.11, 0.11, -0.07, -0.06, -0.10, -0.08, 0.11, 0.08, 0.10, -0.10, 0.09, 0.08, 0.14, -0.07, -0.20, 0.10, -0.55, 0.11, 0.12, -0.14, -0.17, 0.10, -0.09, 0.13, -0.08, -0.05, 0.09, 0.09, 0.10, 0.07, -0.06, 0.07, 0.09, -0.14, 0.11, 0.12, 0.12, 0.10, 0.07, -0.10, 0.11, 0.06, 0.11, -0.24, -0.19, 0.12, 0.09, 0.12, 0.11, 0.06, 0.11, 0.10, 0.15, 0.13, -0.25, 0.05, 0.11, 0.08, -0.25, 0.11, 0.07, 0.08, 0.07, 0.07, -0.11, -0.14, -0.11, 0.08, 0.08, -0.09, -0.26, -0.17, 0.08, -0.22, 0.13, 0.09, 0.12, -0.07, 0.12, -0.15, -0.14, 0.08, -0.59, -0.23, -0.06, -0.04, -0.15, 0.10, 0.13, 0.09, 0.09, 0.13, 0.13, 0.12, 0.08, -0.07, 0.12, 0.10, 0.11, -0.17, 0.05, 0.12, 0.12, 0.13, 0.03, 0.12, 0.11, -0.07, -0.07, 0.10, 0.06, -0.21, 0.07, -0.20, 0.12, 0.11, 0.13, 0.08, -0.19, -0.03, -0.07, 0.23, -0.09, 0.11, 0.08, 0.11, -0.18, -0.41, -0.13, 0.06, 0.06, 0.08, -0.08, 0.10, -0.14, 0.08, 0.12, 0.08, 0.05, 0.09, 0.13, -0.17, -0.14, 0.12, -0.14, 0.12, -0.05, -0.11, 0.08, -0.15, -0.09, -0.09, 0.12, 0.05, -0.21, -0.14, 0.09, -0.16, 0.12, 0.08, 0.11, 0.12, 0.10, 0.07, -0.05, 0.13, 0.10, 0.12, 0.10, -0.18, -0.21, -0.22, -0.17, -0.13, 0.13, 0.10, -0.08, -0.18, -0.09, -0.22, 0.07, -0.16, 0.07, 0.12, 0.08, 0.07, -0.18, 0.14, 0.27, -0.13, 0.10, -0.25, -0.24, 0.12, -0.15, -0.22, 0.08, 0.11, 0.12, 0.11, -0.13, 0.11, -0.10, 0.12, -0.11, 0.12, 0.13, 0.05, 0.13, 0.12, 0.14, -0.19, 0.11, 0.13, -0.07, -0.11, -0.09, -0.17, 0.09, -0.09, -0.08, 0.09, 0.12, 0.11, -0.15, 0.13, -0.17, 0.04, 0.12, 0.13, 0.13, 0.05, 0.07, -0.25, 0.08, 0.12, -0.45, 0.11, -0.04, 0.12, 0.05, 0.06, -0.07, 0.13, 0.10, 0.13, -0.09, 0.12, 0.09, -0.15, -0.17, 0.10, 0.13, 0.18, -0.10, 0.14, 0.11, 0.13, 0.08, 0.13, -0.19, -0.10, 0.15, 0.09, -0.13, 0.13, -0.08, 0.08, 0.13, -0.06, 0.11, 0.08, 0.09, -0.18, -0.18, 0.08, 0.11, 0.12, 0.11, 0.11, 0.09, -0.27, 0.14, 0.08, 0.12, 0.06, 0.11, 0.11, 0.11, 0.10, 0.16, 0.06, 0.11], "energy_ev": -216046.5334, "homo_lumo_gap_ev": 6.78, "charge": 3}